# C6H11P

An isolated molecule of C6H11P (ωB97M-V/def2-TZVPD, OMol25).

```
! RIJCOSX wB97M-V def2-TZVPD def2/J DEFGRID3
* xyz 0 1
C 0.659 1.063 1.297
C 1.589 0.700 0.019
C -0.825 1.132 0.766
C 0.552 0.211 -0.969
C -0.828 0.242 -0.466
C -0.773 -1.202 -0.036
P -1.282 -2.496 -1.071
H 0.602 0.201 1.896
H 0.991 1.978 1.749
H 2.157 1.595 -0.351
H 2.187 -0.080 0.631
H -1.657 0.848 1.454
H -1.140 2.203 0.504
H 0.928 -0.201 -1.971
H -1.651 0.597 -1.167
H -0.355 -1.318 1.011
H -0.185 -3.487 -0.931
H -0.968 -1.986 -2.366
*
```

F_max = 0.081 Eh/bohr
LUMO level (alpha / beta) = 0.6 / 0.6 eV
Electronic energy = -15684.9885 eV
Energy relative to the best compared isomer or geometry (same formula, charge and spin) = 65.83 kcal per mole
Frontier orbital gap (alpha / beta) = 7.74 / 7.74 eV